Entry 1:
{"formula": "C5H27NO10", "method": "ωB97M-V with the def2-TZVPD basis set", "orbital_gap_ev": 9.52, "e_above_lowest_ev": 4.461, "lumo_ev": 0.08, "max_force_ha_per_bohr": 0.0360, "smiles": "C=CC[C@@H](N)C=O.O.O.O.O.O.O.O.O.O", "symbols": ["C", "C", "C", "C", "N", "C", "O", "H", "H", "H", "H", "H", "H", "H", "H", "H", "O", "H", "H", "O", "H", "H", "O", "H", "H", "O", "H", "H", "O", "H", "H", "O", "H", "H", "O", "H", "H", "O", "H", "H", "O", "H", "H"], "coordinates": [[1.408, -0.628, -2.505], [1.487, -0.956, -1.215], [0.407, -0.579, -0.218], [0.803, -0.369, 1.239], [-0.208, 0.524, 1.868], [0.900, -1.646, 2.023], [0.571, -2.737, 1.590], [2.263, -0.689, -3.176], [0.610, 0.019, -2.854], [2.246, -1.637, -0.806], [0.109, 0.440, -0.599], [-0.448, -1.236, -0.359], [1.725, 0.222, 1.111], [-0.846, -0.049, 2.424], [-0.819, 0.890, 1.138], [1.317, -1.608, 3.046], [-2.130, -2.493, 0.313], [-2.348, -1.576, 0.046], [-1.824, -3.086, -0.378], [0.249, -3.725, -0.946], [0.444, -4.659, -0.799], [0.270, -3.324, -0.046], [-1.765, -1.674, 3.002], [-1.778, -1.928, 2.049], [-1.238, -2.343, 3.448], [-2.178, -0.332, -1.395], [-2.041, 0.603, -1.598], [-1.894, -0.870, -2.141], [3.158, 1.899, 0.507], [2.794, 2.298, 1.324], [3.579, 1.088, 0.809], [1.435, 2.937, 2.330], [0.964, 2.792, 3.164], [0.869, 2.354, 1.770], [-2.012, 1.970, -2.945], [-2.283, 2.396, -3.771], [-1.048, 2.075, -2.957], [1.145, 3.573, -2.600], [1.756, 2.828, -2.634], [0.840, 3.655, -1.692], [-1.908, 2.686, -0.374], [-1.597, 3.557, -0.655], [-2.694, 2.678, -0.942]], "forces_ev_per_angstrom": [[0.9824, 0.8547, 0.5613], [-0.2592, -0.7908, 0.4488], [0.0718, 0.9597, -1.5107], [-0.6250, 0.8647, -1.5152], [-0.2433, -0.2205, 0.2242], [0.4716, -0.8830, -0.1956], [0.5201, 0.8440, 0.3927], [-0.3239, -0.6704, 0.0038], [-0.1505, -0.0445, 0.0301], [0.1406, 0.4395, -0.5318], [-0.0832, -0.9021, 0.6247], [0.2884, 0.1392, 0.3966], [0.1621, -0.6225, 0.9537], [0.1722, 0.2027, 0.2641], [0.2440, 0.0263, -0.0217], [-0.1755, 0.2656, -0.0022], [-0.6618, 0.3640, 1.3250], [0.1787, -0.9555, -0.9199], [0.1146, 0.5121, -0.4212], [-0.2108, -0.1129, 0.3924], [-0.0352, 0.1775, -0.0536], [0.1033, -0.2624, -0.4718], [-0.0650, 0.1919, -0.3443], [-0.1243, -0.4503, 0.6249], [-0.1292, -0.1358, -0.1263], [-0.6459, -0.1128, 0.3150], [-0.0658, -0.3057, -0.3544], [0.0111, 0.3497, -0.1514], [-0.0639, 0.0043, 0.2398], [0.2159, -0.0130, -0.2648], [0.1535, 0.0880, -0.1184], [-0.9916, -0.4788, -0.1809], [0.4233, 0.2030, 0.0298], [0.3829, 0.3359, 0.3805], [0.2989, 0.3757, -0.8110], [-0.1127, -0.2172, 0.1423], [-0.0514, 0.1596, 0.1470], [-0.3837, -0.0711, -0.3829], [0.0185, 0.0674, 0.3369], [0.3251, -0.1756, 0.1244], [-0.3673, 0.6861, -0.2199], [0.4953, -0.0428, 0.4323], [-0.0049, -0.6440, 0.2079]]}


Entry 2:
{"formula": "C2H4S3", "method": "ωB97M-V with the def2-TZVPD basis set", "orbital_gap_ev": 7.91, "e_above_lowest_ev": 1.318, "lumo_ev": -0.18, "max_force_ha_per_bohr": 0.0795, "smiles": "CC1(S)SS1", "symbols": ["C", "C", "S", "S", "S", "H", "H", "H", "H"], "coordinates": [[-0.838, -0.504, -0.276], [0.521, 0.202, -0.012], [0.665, 1.330, 1.289], [1.337, 0.600, -1.623], [2.354, -0.854, -0.516], [-1.485, 0.284, -0.693], [-1.242, -0.729, 0.755], [-0.782, -1.463, -0.749], [-0.528, 1.134, 1.825]], "forces_ev_per_angstrom": [[0.4712, 0.9774, 3.2076], [1.2934, -1.5738, -3.5440], [0.7177, 0.5963, 0.2247], [-0.3400, 0.1149, 1.2274], [-2.1352, 0.7701, 0.8587], [0.1181, -0.7186, -0.2998], [0.1013, 0.1363, -0.9467], [0.1987, -0.0149, -0.8744], [-0.4251, -0.2877, 0.1464]]}


Entry 3:
{"formula": "C7H12BaN3PS", "method": "ωB97M-V with the def2-TZVPD basis set", "orbital_gap_ev": 6.39, "charge": 2, "lumo_ev": -8.23, "max_force_ha_per_bohr": 0.0597, "symbols": ["N", "C", "C", "C", "C", "C", "S", "C", "C", "N", "P", "N", "H", "H", "H", "H", "H", "H", "H", "H", "H", "H", "H", "H", "Ba"], "coordinates": [[2.847, -0.464, -0.469], [1.824, 0.058, -0.489], [0.472, 0.629, -0.419], [-0.508, -0.443, 0.117], [-0.034, -1.897, -0.076], [-1.074, -2.986, 0.166], [-0.583, -4.510, -0.694], [0.519, 1.935, 0.428], [1.548, 2.810, -0.137], [2.390, 3.362, -0.684], [-1.069, 2.938, 0.488], [-0.881, 4.245, 1.262], [0.197, 0.919, -1.445], [-1.460, -0.305, -0.406], [-0.695, -0.269, 1.181], [0.812, -2.099, 0.602], [0.273, -2.026, -1.115], [-2.059, -2.720, -0.226], [-1.186, -3.207, 1.229], [0.269, -4.957, 0.241], [0.767, 1.692, 1.469], [-1.884, 1.942, 1.054], [-1.433, 2.879, -0.874], [-1.044, 5.117, 0.774], [1.995, -2.641, -1.977]], "forces_ev_per_angstrom": [[0.1542, -0.6481, -0.4826], [-0.3920, 0.6323, 0.3449], [-0.0336, 0.2716, 0.0039], [-0.2694, -0.1628, 0.1004], [-0.8648, 0.5022, 0.8052], [-0.1606, 0.0782, 0.1639], [0.3331, -0.0223, -0.2049], [0.1958, 0.1389, -0.0668], [-0.1080, -0.4351, 0.2191], [0.1398, 0.2011, -0.1574], [0.0709, -0.0853, 0.0533], [-0.1908, -0.1217, -0.2395], [0.0778, -0.0992, 0.1267], [0.0578, -0.0477, 0.1620], [0.0264, -0.0723, -0.0986], [0.1578, 0.0408, -0.3686], [-1.7015, 0.8576, 0.7812], [0.1216, 0.0096, 0.0016], [-0.0788, 0.0927, -0.1247], [-0.0341, -0.1296, 0.0845], [0.0193, 0.1049, -0.0762], [-0.1322, 0.0479, 0.0583], [-0.0587, -0.0110, -0.0831], [0.1142, 0.0499, 0.2110], [2.5560, -1.1927, -1.2135]]}


Entry 4:
{"formula": "C5H9NO", "method": "ωB97M-V with the def2-TZVPD basis set", "orbital_gap_ev": 9.30, "e_above_lowest_ev": 5.872, "lumo_ev": 0.90, "max_force_ha_per_bohr": 0.0100, "symbols": ["C", "C", "O", "C", "N", "C", "C", "H", "H", "H", "H", "H", "H", "H", "H", "H"], "coordinates": [[-1.591, 0.790, -0.340], [-0.415, 0.133, 0.092], [-0.758, 0.661, 1.890], [-0.053, -1.338, 0.237], [1.411, -1.026, 0.171], [1.609, -0.432, -1.146], [1.052, 0.405, -0.064], [-1.457, 1.728, -0.872], [-1.602, 1.002, 1.065], [-2.407, 0.162, -0.685], [-0.232, 1.446, 2.119], [-0.404, -1.973, -0.585], [-0.326, -1.783, 1.193], [0.991, -0.756, -1.983], [2.655, -0.269, -1.391], [1.608, 1.236, 0.359]], "forces_ev_per_angstrom": [[0.1066, -0.1561, -0.4006], [-0.1561, 0.0448, -0.3315], [0.0431, 0.2169, 0.1907], [-0.2844, -0.1520, 0.0308], [0.1798, -0.2505, 0.1790], [0.0628, -0.0328, -0.2801], [-0.0067, 0.5123, 0.0583], [-0.0399, -0.0424, 0.0531], [0.2634, -0.0999, 0.1915], [0.0546, 0.0405, 0.0203], [-0.0494, -0.2037, 0.0695], [0.0565, 0.0590, 0.1107], [0.0212, 0.1294, -0.0867], [-0.0062, 0.0534, 0.1730], [-0.1508, -0.0040, 0.0419], [-0.0944, -0.1150, -0.0199]]}